Computed, not measured: a structure of composition C43H50F9N4O9Ti in a non-equilibrium geometry, with the ωB97M-V functional and the def2-TZVPD basis.

XYZ file:
```
116
Properties=species:S:1:pos:R:3:lowdin_charge:R:1
Ti 0.28 1.18 -1.13 1.18
C 3.01 -1.85 4.77 -0.06
C 3.82 -0.67 4.23 -0.55
C 5.23 -1.18 3.87 -0.04
C 3.92 0.41 5.31 -0.03
C 3.18 -0.06 2.99 -0.12
C 2.02 -0.50 2.48 0.06
C 1.52 0.11 1.27 -0.11
N 0.48 -0.25 0.60 0.11
C -0.45 -1.19 1.10 -0.15
C -1.04 -1.00 2.32 0.03
C -2.00 -1.91 2.78 -0.12
C -2.33 -3.01 1.97 0.01
C -1.78 -3.26 0.73 -0.05
C -0.82 -2.29 0.22 -0.28
O -0.33 -2.33 -0.92 0.08
C -2.25 -4.50 -0.04 -0.53
C -1.56 -4.71 -1.39 -0.06
C -1.97 -5.74 0.82 -0.04
C -3.76 -4.37 -0.30 -0.04
C -2.69 -1.75 4.13 -0.55
C -2.23 -0.49 4.87 -0.06
C -4.21 -1.65 3.90 -0.04
C -2.38 -2.97 5.00 -0.04
C 2.21 1.32 0.64 -0.45
O 2.09 1.19 -0.72 -0.15
C 3.57 1.64 1.20 -0.05
C 3.93 1.02 2.33 0.05
C 4.50 2.61 0.46 -0.52
C 5.38 1.76 -0.47 -0.02
C 5.39 3.37 1.45 -0.05
C 3.74 3.64 -0.38 -0.03
H 3.52 -2.24 5.66 0.09
H 2.01 -1.54 5.07 0.08
H 2.93 -2.65 4.04 0.09
H 5.64 -1.73 4.72 0.09
H 5.20 -1.84 3.01 0.10
H 5.92 -0.36 3.65 0.08
H 4.39 0.00 6.20 0.09
H 4.51 1.27 4.98 0.08
H 2.93 0.78 5.59 0.09
H 1.50 -1.34 2.90 0.10
H -0.77 -0.13 2.90 0.12
H -3.06 -3.71 2.35 0.10
H -0.48 -4.80 -1.30 0.09
H -1.94 -5.64 -1.82 0.09
H -1.76 -3.91 -2.10 0.08
H -0.91 -5.83 1.03 0.09
H -2.51 -5.71 1.77 0.07
H -2.29 -6.63 0.28 0.09
H -3.97 -3.48 -0.89 0.08
H -4.11 -5.24 -0.86 0.09
H -4.33 -4.31 0.63 0.08
H -2.44 0.41 4.30 0.09
H -2.76 -0.42 5.82 0.09
H -1.16 -0.53 5.09 0.08
H -4.45 -0.79 3.27 0.09
H -4.61 -2.54 3.43 0.08
H -4.72 -1.51 4.86 0.09
H -1.31 -3.08 5.15 0.09
H -2.86 -2.86 5.98 0.09
H -2.76 -3.90 4.55 0.08
H 4.88 1.30 2.77 0.10
H 6.01 1.08 0.12 0.09
H 4.78 1.17 -1.15 0.07
H 6.03 2.41 -1.06 0.09
H 6.12 2.72 1.94 0.08
H 5.95 4.13 0.91 0.09
H 4.79 3.87 2.22 0.10
H 3.11 3.18 -1.13 0.07
H 3.10 4.27 0.25 0.10
H 4.46 4.28 -0.88 0.09
O 0.22 2.38 0.28 -0.23
O 1.39 2.45 1.07 -0.03
C -5.01 2.01 -0.11 0.00
N -3.86 1.18 -0.47 -0.10
C -3.83 0.19 -1.43 -0.03
C -2.53 -0.15 -1.59 -0.08
N -1.76 0.64 -0.74 -0.01
C -2.60 1.43 -0.11 -0.14
H -5.89 1.38 -0.04 0.09
H -5.15 2.78 -0.86 0.10
H -4.82 2.48 0.85 0.10
H -4.73 -0.18 -1.89 0.13
H -2.08 -0.89 -2.23 0.11
H -2.31 2.19 0.60 0.15
O -2.38 3.65 -1.66 0.09
C -1.65 3.18 -2.51 -0.54
O -0.56 2.52 -2.30 -0.10
C -2.02 3.35 -3.96 -0.12
C -2.36 2.25 -4.73 -0.01
C -2.77 2.42 -6.04 0.02
C -2.80 3.69 -6.56 -0.14
C -2.45 4.81 -5.82 0.01
C -2.07 4.63 -4.50 0.01
N -3.23 3.88 -7.96 -0.36
O -3.70 2.92 -8.54 0.07
O -3.09 4.98 -8.45 0.07
H -2.29 1.26 -4.30 0.11
H -3.04 1.57 -6.66 0.12
H -2.48 5.79 -6.28 0.12
H -1.80 5.49 -3.89 0.13
F 2.58 -1.42 -2.26 0.19
C 2.73 -0.66 -3.33 -0.54
F 3.66 0.25 -3.07 0.16
F 3.20 -1.42 -4.33 0.17
C 1.35 0.00 -3.73 -0.24
O 0.53 0.13 -2.65 -0.17
C 0.61 -0.93 -4.75 -0.55
F 0.69 -2.20 -4.36 0.18
F -0.69 -0.62 -4.80 0.16
F 1.09 -0.84 -5.99 0.18
C 1.64 1.37 -4.41 -0.55
F 0.56 1.83 -5.04 0.19
F 2.02 2.28 -3.51 0.17
F 2.62 1.25 -5.32 0.18
```

The gap between HOMO and LUMO (spin up / spin down) is 7.6872 / 6.9109 eV. Its spin multiplicity is 2. The expectation value of S² is 0.79. The charge is 0. The energy above the lowest of the compared OMol25 structures with the same formula, charge and spin is 29.1 kJ/mol. The total energy is -117363.8775 eV. The highest occupied orbital energy (spin up / spin down) is -8.4 / -9.0 eV. The calculation puts the largest force on an atom at 1.62 eV/Å.